Record 1
The following is a DFT calculation (wB97M-V/def2-TZVPD) of a molecular structure, C45H64IrN8O4P in a non-equilibrium geometry.

Structure (XYZ):
```
123
Properties=species:S:1:pos:R:3
Ir -0.218 -0.228 0.139
N 3.420 -0.449 -0.333
C 3.676 0.949 -0.217
C 2.434 1.835 0.393
O 2.571 3.034 0.238
O 1.532 1.123 0.943
H 3.308 -0.926 0.548
H 2.677 -0.689 -0.972
H 3.870 1.398 -1.190
H 4.500 1.149 0.468
C -0.005 0.304 7.220
C 0.432 -0.893 6.374
C 1.888 -1.228 6.727
C -0.478 -2.092 6.701
C 0.281 -0.654 4.885
C -0.396 0.443 4.357
C -0.615 0.527 2.997
N -0.217 -0.423 2.159
C 0.490 -1.471 2.628
C 0.752 -1.604 3.978
C 0.828 -2.452 1.589
C 1.298 -3.721 1.856
C 1.691 -4.568 0.772
C 1.242 -4.217 -0.453
C 0.236 -3.108 -0.566
N 0.582 -2.041 0.321
C 2.565 -5.798 0.995
C 3.907 -5.608 0.277
C 1.849 -7.029 0.419
C 2.843 -6.047 2.480
H 0.130 0.061 8.273
H -1.058 0.541 7.070
H 0.595 1.187 6.997
H 1.983 -1.362 7.803
H 2.551 -0.418 6.424
H 2.227 -2.146 6.249
H -0.457 -2.296 7.771
H -0.155 -2.989 6.171
H -1.507 -1.876 6.412
H -0.759 1.239 4.987
H -1.137 1.365 2.557
H 1.325 -2.454 4.315
H 1.446 -4.024 2.878
H 1.524 -4.745 -1.352
H 0.176 -2.713 -1.580
H 3.764 -5.391 -0.781
H 4.503 -6.516 0.364
H 4.467 -4.785 0.721
H 1.765 -6.966 -0.666
H 0.849 -7.131 0.843
H 2.409 -7.932 0.658
H 3.381 -5.210 2.925
H 3.464 -6.935 2.585
H 1.920 -6.222 3.036
O -3.908 1.566 0.566
C -2.955 0.825 0.434
O -1.750 1.194 0.227
C -3.200 -0.671 0.449
C -4.490 -1.174 0.607
C -4.709 -2.498 0.345
C -3.646 -3.327 -0.076
C -3.852 -4.621 -0.583
C -2.779 -5.354 -1.079
C -1.494 -4.924 -0.908
C -1.165 -3.714 -0.135
C -2.333 -2.781 -0.020
N -2.165 -1.482 0.209
H -5.281 -0.495 0.889
H -5.699 -2.927 0.428
H -4.855 -5.019 -0.645
H -2.971 -6.276 -1.609
H -0.669 -5.523 -1.263
H -0.967 -4.057 0.911
N 0.083 0.079 -1.754
P -0.425 1.097 -2.862
N -1.735 0.535 -3.749
C -3.087 0.681 -3.200
C -3.687 -0.680 -2.865
C -3.882 -1.509 -4.143
C -2.784 -1.166 -5.164
C -1.511 -0.742 -4.444
N 0.770 1.156 -4.027
C 2.164 1.087 -3.608
C 2.970 0.279 -4.619
C 2.843 0.914 -6.003
C 1.369 1.031 -6.393
C 0.599 1.801 -5.318
N -0.906 2.621 -2.414
C -1.671 3.537 -3.245
C -0.831 4.742 -3.673
C -0.219 5.432 -2.454
C 0.568 4.424 -1.619
C -0.339 3.261 -1.229
H -3.722 1.176 -3.943
H -3.051 1.318 -2.316
H -4.634 -0.546 -2.340
H -2.997 -1.196 -2.194
H -4.862 -1.302 -4.574
H -3.847 -2.572 -3.895
H -3.112 -0.349 -5.809
H -2.574 -2.026 -5.799
H -0.696 -0.604 -5.152
H -1.213 -1.528 -3.739
H 2.183 0.618 -2.623
H 2.593 2.096 -3.528
H 2.589 -0.745 -4.645
H 4.016 0.250 -4.310
H 3.376 0.315 -6.743
H 3.296 1.910 -5.989
H 0.942 0.031 -6.508
H 1.268 1.555 -7.345
H -0.464 1.846 -5.557
H 0.996 2.824 -5.285
H -2.531 3.895 -2.665
H -2.038 3.002 -4.120
H -1.469 5.437 -4.224
H -0.032 4.416 -4.342
H -1.014 5.869 -1.844
H 0.437 6.243 -2.776
H 0.960 4.885 -0.713
H 1.413 4.035 -2.194
H -1.161 3.622 -0.603
H 0.218 2.515 -0.667
```

- multiplicity = 2
- frontier orbital gap (alpha / beta) (eV) = 3.93 / 3.93
- E_HOMO (alpha / beta) (Eh) = -0.34930 / -0.34902
- total charge = +1
- largest force on an atom (eV/A) = 4.59



Record 2
The following is a DFT calculation (wB97M-V/def2-TZVPD) of a molecular structure, C45H65BCdFN7O4Sb in a non-equilibrium geometry.

Structure (XYZ):
```
125
Properties=species:S:1:pos:R:3
Cd -0.701 0.945 -0.162
C -2.439 -0.125 6.042
C -3.034 -0.558 4.719
C -3.876 -1.612 4.450
C -4.001 -1.583 2.998
N -3.259 -0.585 2.459
N -2.686 0.064 3.550
B -1.620 1.290 3.255
N -2.334 2.270 2.281
N -2.550 1.912 0.930
C -3.059 2.953 0.252
C -3.209 4.007 1.183
C -2.757 3.497 2.452
C -2.597 4.223 3.756
C -3.510 3.012 -1.159
C -2.853 4.264 -1.846
C -3.218 1.720 -1.975
C -5.058 3.316 -1.106
N -0.242 0.956 2.709
N 0.253 1.914 1.735
C 1.545 2.037 1.998
C 1.962 1.075 2.943
C 0.817 0.404 3.399
C 0.574 -0.770 4.298
C 2.392 3.054 1.283
C 3.439 2.357 0.379
C 1.548 4.018 0.509
C 3.152 3.616 2.538
C -4.737 -2.543 2.117
C -5.853 -2.984 3.049
C -3.858 -3.750 1.756
C -5.238 -1.890 0.859
H -3.286 -0.053 6.764
H -2.006 0.908 5.925
H -1.721 -0.857 6.399
H -4.456 -2.062 5.236
H -1.479 1.883 4.333
H -3.680 4.950 0.969
H -2.954 5.269 3.686
H -1.549 4.098 3.944
H -3.298 3.744 4.463
H -1.767 4.443 -1.610
H -3.346 5.218 -1.435
H -2.942 4.321 -2.945
H -2.320 -0.132 -2.166
H -3.598 1.855 -3.038
H -4.257 0.461 -0.546
H -5.120 4.091 -0.366
H -5.547 2.436 -0.700
H -5.646 3.548 -2.008
H 2.955 0.914 3.336
H 1.345 -1.563 4.231
H -0.357 -1.159 4.001
H 0.403 -0.534 5.366
H 3.006 1.861 -0.528
H 4.064 1.612 0.926
H 4.088 3.167 0.094
H 1.079 3.578 -0.443
H 2.091 4.896 0.059
H 0.798 4.514 1.158
H 4.027 3.015 2.832
H 2.488 3.623 3.428
H 3.571 4.617 2.296
H -5.522 -3.259 4.067
H -6.341 -3.849 2.632
H -6.634 -2.212 3.218
H -3.486 -4.259 2.665
H -2.944 -3.415 1.281
H -4.393 -4.391 1.104
H -5.659 -0.883 1.064
H -5.947 -2.495 0.351
H -4.338 -1.731 0.228
O 0.880 -2.110 0.125
H -0.074 -1.971 0.369
H 1.159 -2.969 0.425
O -1.747 -1.137 0.167
H -2.299 -0.899 0.997
H -2.360 -1.191 -0.583
F 1.193 0.503 -1.363
O -3.240 -0.591 -1.922
N -4.064 0.550 -1.573
O -1.811 1.293 -2.047
C 3.153 -2.698 -5.182
C 1.705 -2.436 -4.814
C 0.707 -2.715 -5.796
C -0.623 -2.706 -5.444
C -0.949 -2.261 -4.110
C 0.049 -1.988 -3.139
C 1.391 -1.961 -3.527
Sb 2.675 -0.974 -1.943
C 3.608 -2.835 -0.998
C 3.325 -4.054 -1.597
C 3.942 -5.193 -1.114
C 4.843 -5.123 -0.066
C 5.076 -3.920 0.557
C 4.321 -2.784 0.209
C 4.465 -1.431 0.966
C 4.244 -0.140 -3.239
C 5.494 -0.803 -3.195
C 6.593 -0.228 -3.739
C 6.475 0.994 -4.477
C 5.271 1.606 -4.559
C 4.108 0.962 -4.043
C 2.678 1.501 -4.282
H 3.215 -3.674 -5.667
H 3.886 -2.691 -4.299
H 3.513 -1.910 -5.889
H 1.133 -3.009 -6.786
H -1.507 -2.759 -6.140
H -2.026 -2.124 -3.724
H -0.303 -1.801 -2.090
H 2.714 -4.078 -2.489
H 3.756 -6.130 -1.646
H 5.350 -6.004 0.317
H 5.851 -3.797 1.295
H 5.020 -1.657 1.857
H 3.486 -1.003 1.217
H 4.946 -0.681 0.391
H 5.438 -1.807 -2.682
H 7.562 -0.768 -3.716
H 7.374 1.566 -4.727
H 5.121 2.571 -5.078
H 2.749 2.387 -4.891
H 2.082 1.631 -3.371
H 2.136 0.769 -4.866
```

- multiplicity = 1
- frontier orbital gap (eV) = 5.50
- E_HOMO (Eh) = -0.11989
- total charge = -1
- largest force on an atom (eV/A) = 3.56



Calculated total energy in eV, matching the order above: -79937.3410, -80836.0144